(1)
Here is C39H56F3Ge2OSiY as an isolated structure from the OMol25 dataset. Energies are from the ωB97M-V functional and the def2-TZVPD basis.

Geometry as XYZ:
```
103
Properties=species:S:1:pos:R:3
Y 0.212 -0.772 0.103
C 4.310 0.332 -0.110
C 3.305 -0.438 -0.913
C 2.573 0.136 -1.947
C 1.656 -0.608 -2.697
C 0.816 0.024 -3.767
C 1.509 -1.962 -2.408
C 2.226 -2.570 -1.376
C 2.047 -4.030 -1.077
C 3.094 -1.787 -0.626
H 5.308 -0.088 -0.248
H 4.063 0.272 0.953
H 4.348 1.378 -0.409
H 2.720 1.185 -2.183
H 0.948 -0.480 -4.725
H 1.061 1.078 -3.901
H -0.247 -0.051 -3.511
H 0.827 -2.563 -2.996
H 2.588 -4.641 -1.802
H 0.993 -4.312 -1.133
H 2.420 -4.277 -0.083
H 3.615 -2.224 0.217
C -3.963 -3.976 -0.451
C -2.636 -3.345 -0.043
Ge -1.684 -2.184 -1.372
C -1.825 -3.145 -3.122
C -3.179 -3.130 -3.828
C -3.036 -0.742 -1.617
C -3.149 0.585 -1.482
Ge -1.870 2.012 -0.927
C -2.624 2.795 0.736
C -3.458 4.067 0.840
C -1.422 2.965 -2.627
C -2.275 4.000 -3.345
C -4.520 1.206 -1.751
C -4.712 2.587 -1.766
C -5.950 3.175 -2.001
C -7.062 2.390 -2.229
C -6.908 1.010 -2.215
C -5.673 0.437 -1.979
H -4.439 -4.504 0.381
H -3.834 -4.701 -1.257
H -4.677 -3.227 -0.803
H -1.936 -4.132 0.259
H -2.782 -2.717 0.840
H -1.488 -4.173 -2.952
H -1.093 -2.709 -3.812
H -3.978 -3.538 -3.211
H -3.158 -3.701 -4.760
H -3.469 -2.109 -4.086
H -3.953 -1.212 -1.959
H -1.766 2.864 1.408
H -3.198 1.954 1.137
H -3.038 4.919 0.303
H -3.548 4.369 1.886
H -4.469 3.922 0.467
H -1.281 2.102 -3.289
H -0.420 3.372 -2.486
H -3.226 3.592 -3.683
H -1.750 4.375 -4.227
H -2.497 4.864 -2.714
H -3.893 3.267 -1.608
H -6.030 4.255 -2.002
H -8.031 2.837 -2.410
H -7.764 0.368 -2.384
H -5.633 -0.641 -1.966
F 4.545 2.029 8.200
C 4.689 0.713 7.956
F 6.003 0.452 8.002
F 4.130 0.078 9.002
C 4.062 0.312 6.655
C 4.803 -0.314 5.666
C 4.192 -0.679 4.477
C 2.839 -0.419 4.263
C 2.102 0.213 5.273
C 2.709 0.574 6.459
C 2.201 -0.773 3.031
C 1.638 -1.054 1.984
H 5.852 -0.518 5.824
H 4.763 -1.173 3.702
H 1.051 0.407 5.109
H 2.134 1.063 7.236
C -0.100 5.122 -0.612
Si 0.782 3.627 0.101
C 0.821 3.766 1.975
C 2.558 3.708 -0.501
C 0.083 1.870 -0.310
H 0.185 5.974 0.012
H -1.185 5.063 -0.604
H 0.215 5.345 -1.631
H 1.396 4.651 2.260
H 1.312 2.896 2.419
H -0.167 3.860 2.426
H 2.986 4.692 -0.299
H 2.634 3.532 -1.576
H 3.173 2.970 0.017
H 0.274 1.455 0.694
H 0.810 1.464 -1.026
C -1.980 -0.483 2.486
O -1.403 -0.269 1.236
H -1.869 0.404 3.124
H -1.505 -1.320 3.012
H -3.050 -0.707 2.397
```

Calculated values
gap between HOMO and LUMO = 0.271 hartree
E_HOMO = -0.2633 hartree
lowest unoccupied orbital energy = 0.00754 Ha

(2)
Here is C39H57BBaN12Si4 as an isolated structure at a distorted geometry from the OMol25 dataset. Energies are from the ωB97M-V functional and the def2-TZVPD basis.

Geometry as XYZ:
```
114
Properties=species:S:1:pos:R:3
Ba 2.230 1.769 -0.463
C -0.117 4.591 -0.002
N 1.309 4.464 -0.355
C 2.058 5.164 0.685
C 3.530 5.115 0.452
C 4.212 6.301 0.545
C 5.566 6.319 0.326
C 6.180 5.064 0.255
C 5.439 3.904 0.172
N 4.126 3.898 0.267
C 1.506 4.976 -1.703
C 0.622 4.238 -2.698
C -0.178 4.993 -3.568
C -0.894 4.312 -4.578
C -0.884 2.925 -4.522
C -0.118 2.270 -3.529
N 0.622 2.921 -2.632
C -0.434 3.749 1.238
C -1.547 4.081 2.021
C -1.951 3.148 2.947
C -1.126 2.058 3.170
C 0.038 1.867 2.463
N 0.351 2.696 1.463
H -0.653 4.169 -0.820
H -0.393 5.637 0.228
H 1.846 4.743 1.633
H 1.752 6.193 0.724
H 3.734 7.210 0.819
H 6.207 7.200 0.241
H 7.270 4.927 0.241
H 5.911 2.923 -0.001
H 2.528 4.938 -1.939
H 1.229 6.006 -1.856
H -0.092 6.033 -3.628
H -1.514 4.913 -5.291
H -1.332 2.296 -5.247
H 0.001 1.212 -3.549
H -2.135 4.963 1.760
H -2.869 3.336 3.491
H -1.404 1.388 3.971
H 0.751 1.085 2.707
C -0.617 -1.525 -2.753
C -0.617 -0.746 -1.603
N 0.611 -0.595 -1.086
N 1.444 -1.295 -1.934
C 0.710 -1.892 -2.898
B 3.010 -1.397 -1.760
N 3.605 -0.011 -2.236
C 4.829 0.548 -1.896
C 4.864 1.817 -2.450
C 3.692 1.864 -3.267
N 2.944 0.763 -3.133
N 3.251 -1.579 -0.256
C 3.130 -2.705 0.479
C 3.121 -2.352 1.813
C 3.282 -0.965 1.855
N 3.377 -0.487 0.614
N 3.587 -2.557 -2.569
C 4.388 -2.438 -3.624
C 4.743 -3.694 -4.020
C 3.961 -4.582 -3.212
N 3.281 -3.858 -2.311
H -1.499 -1.809 -3.367
H -1.473 -0.267 -1.087
H 1.150 -2.487 -3.673
H 5.434 0.028 -1.184
H 5.700 2.503 -2.406
H 3.263 2.638 -3.916
H 3.111 -3.631 -0.020
H 3.008 -3.017 2.652
H 3.372 -0.305 2.660
H 4.617 -1.456 -4.022
H 5.431 -3.984 -4.782
H 3.839 -5.612 -3.162
C -0.549 -3.820 0.585
Si -1.914 -4.670 1.603
C -1.192 -5.126 3.273
C -2.369 -6.275 0.811
Si -3.910 -3.455 1.938
Si -5.397 -2.945 0.223
C -5.333 -4.297 -1.081
C -5.187 -1.243 -0.585
C -7.088 -2.694 0.916
Si -3.858 -1.979 3.678
C -2.045 -1.617 4.011
C -4.858 -0.455 3.279
C -4.518 -2.623 5.242
H 0.237 -4.467 0.265
H -0.168 -2.945 1.170
H -0.970 -3.353 -0.294
H -0.533 -5.909 2.985
H -1.880 -5.401 4.048
H -0.582 -4.282 3.550
H -1.461 -6.871 0.736
H -2.867 -6.263 -0.150
H -3.045 -6.837 1.442
H -4.403 -4.487 -1.580
H -6.094 -4.105 -1.837
H -5.553 -5.229 -0.561
H -4.205 -0.904 -0.908
H -5.466 -0.562 0.173
H -5.957 -1.067 -1.349
H -7.570 -3.442 1.518
H -7.636 -2.375 0.048
H -7.038 -1.768 1.578
H -1.593 -1.104 3.091
H -1.535 -2.535 4.251
H -1.924 -1.012 4.883
H -4.766 -0.150 2.231
H -4.663 0.468 3.884
H -5.935 -0.668 3.336
H -4.075 -3.561 5.545
H -5.593 -2.910 5.060
H -4.437 -1.974 6.105
```

Calculated values
ΔE to the lowest compared entry with this formula, charge and spin = 7.3 kcal/mol
charge = +1
gap between HOMO and LUMO (spin up / spin down) = 0.227 / 0.290 hartree
2S+1 = 2
E_HOMO (spin up / spin down) = -0.3109 / -0.3738 hartree
lowest unoccupied orbital energy (spin up / spin down) = -0.08411 / -0.08413 Ha

(3)
Here is a 3-piece molecular cluster, C39H58ClFINO11P overall from the OMol25 dataset. Energies are from the ωB97M-V functional and the def2-TZVPD basis.

Geometry as XYZ:
```
113
Properties=species:S:1:pos:R:3
C 8.296 3.662 0.946
C 8.001 2.216 1.340
C 8.411 1.194 0.280
C 7.581 1.271 -1.007
C 6.110 0.905 -0.780
C 5.398 0.259 -1.979
C 4.354 -0.776 -1.557
C 3.247 -0.981 -2.589
C 2.359 -2.177 -2.276
C 1.238 -2.387 -3.311
C -0.069 -1.679 -2.927
C -1.336 -2.342 -3.447
C -2.604 -1.545 -3.058
C -3.213 -2.064 -1.762
P -4.092 -0.874 -0.591
C -3.877 -2.266 0.752
C -4.451 -2.192 2.112
O -4.299 -1.399 2.971
Cl -5.405 -3.736 2.544
C -2.288 -0.115 -0.202
O -1.730 0.668 -0.914
N -1.503 -0.517 1.027
C -1.685 0.058 2.226
O -2.066 1.153 2.510
F -1.243 -0.797 3.203
C -5.913 -1.538 -0.954
I -6.388 -1.700 -3.089
C -7.074 -0.736 -0.356
C -7.344 -0.966 1.128
O -4.667 0.247 0.578
C -4.658 1.571 0.144
C -4.725 1.564 -1.394
O -3.921 2.601 -1.932
C -4.597 3.519 -2.750
C -5.336 4.562 -1.922
O -6.073 5.444 -2.755
C -5.420 6.674 -2.996
C -5.451 7.618 -1.788
O -4.288 0.332 -1.810
H 9.362 3.798 0.749
H 8.013 4.347 1.746
H 7.752 3.964 0.051
H 6.937 2.123 1.564
H 8.542 2.017 2.269
H 9.476 1.309 0.063
H 8.265 0.195 0.704
H 7.663 2.290 -1.394
H 8.035 0.612 -1.751
H 6.063 0.217 0.071
H 5.571 1.804 -0.474
H 4.922 1.039 -2.578
H 6.159 -0.195 -2.618
H 4.863 -1.725 -1.365
H 3.911 -0.446 -0.613
H 3.706 -1.083 -3.578
H 2.656 -0.060 -2.614
H 1.923 -2.023 -1.287
H 3.000 -3.064 -2.247
H 1.074 -3.450 -3.489
H 1.584 -1.936 -4.245
H -0.147 -1.573 -1.842
H -0.048 -0.660 -3.324
H -1.278 -2.451 -4.535
H -1.402 -3.355 -3.035
H -3.316 -1.615 -3.881
H -2.326 -0.497 -2.979
H -3.919 -2.864 -2.015
H -2.432 -2.536 -1.157
H -4.241 -3.180 0.289
H -2.818 -2.437 0.921
H -1.129 -1.453 1.034
H -6.020 -2.581 -0.657
H -6.963 0.332 -0.540
H -7.990 -1.025 -0.878
H -8.288 -0.475 1.382
H -7.479 -2.026 1.333
H -6.579 -0.538 1.770
H -5.511 2.123 0.551
H -3.752 2.109 0.442
H -5.762 1.744 -1.724
H -5.296 3.033 -3.440
H -3.839 4.020 -3.359
H -6.034 4.069 -1.242
H -4.607 5.100 -1.309
H -4.387 6.492 -3.314
H -5.933 7.136 -3.839
H -5.652 8.643 -2.093
H -4.514 7.594 -1.232
H -6.236 7.291 -1.106
C 8.259 1.836 5.427
C 8.331 0.758 6.202
C 7.104 0.091 6.710
O 7.173 -0.889 7.419
C 5.795 0.672 6.315
C 5.724 1.751 5.540
C 6.950 2.419 5.036
O 6.889 3.398 4.326
H 9.138 2.340 5.045
H 9.272 0.315 6.501
H 4.916 0.166 6.693
H 4.782 2.190 5.238
C -1.893 -5.751 2.682
C -1.616 -4.607 2.063
C -0.968 -4.594 0.726
O -0.717 -3.558 0.145
C -0.638 -5.902 0.109
C -0.913 -7.046 0.730
C -1.563 -7.061 2.065
O -1.810 -8.105 2.630
H -2.368 -5.786 3.654
H -1.848 -3.644 2.502
H -0.170 -5.863 -0.866
H -0.684 -8.012 0.300
```

Calculated values
charge = -1
gap between HOMO and LUMO = 0.187 hartree
E_HOMO = -0.2000 hartree
lowest unoccupied orbital energy = -0.01332 Ha

(4)
Here is a 10-piece molecular cluster, C39H58O30 overall at a distorted geometry from the OMol25 dataset. Energies are from the ωB97M-V functional and the def2-TZVPD basis.

Geometry as XYZ:
```
127
Properties=species:S:1:pos:R:3
C 11.587 -3.810 -10.409
C 10.310 -4.070 -11.219
O 10.698 -4.810 -12.343
C 12.047 -4.869 -12.388
O 12.723 -5.408 -13.257
O 12.602 -4.229 -11.336
H 11.600 -4.397 -9.490
H 11.660 -2.739 -10.221
H 9.823 -3.122 -11.447
H 9.588 -4.658 -10.653
C 7.504 -3.911 -14.763
C 7.550 -2.879 -15.824
C 8.229 -1.557 -15.448
O 9.015 -1.239 -16.615
C 9.002 -2.345 -17.431
O 9.513 -2.281 -18.533
O 8.386 -3.315 -16.832
H 6.897 -4.733 -15.144
H 6.934 -3.576 -13.896
H 8.451 -4.377 -14.490
H 6.580 -2.759 -16.307
H 8.742 -1.798 -14.517
H 7.444 -0.889 -15.095
C 7.578 -7.532 -13.559
C 9.082 -7.284 -13.258
C 9.482 -7.639 -11.888
O 10.736 -8.189 -12.081
C 10.768 -8.637 -13.344
O 11.566 -9.422 -13.800
O 9.689 -8.286 -14.036
H 7.359 -8.584 -13.373
H 7.223 -7.285 -14.559
H 6.873 -7.123 -12.835
H 9.493 -6.310 -13.523
H 8.689 -8.298 -11.532
H 9.443 -6.765 -11.239
C 1.068 -7.357 -3.405
C 1.864 -6.047 -3.601
C 3.323 -6.067 -3.212
O 4.030 -6.135 -4.439
C 3.260 -5.834 -5.477
O 3.502 -5.435 -6.557
O 1.949 -5.819 -5.000
H 0.184 -7.449 -4.036
H 0.745 -7.359 -2.364
H 1.691 -8.222 -3.631
H 1.395 -5.256 -3.015
H 3.558 -6.949 -2.617
H 3.663 -5.253 -2.571
C 1.736 -2.413 -4.848
C 2.264 -1.500 -5.995
C 3.368 -2.047 -6.921
O 2.864 -1.605 -8.199
C 1.537 -1.253 -8.123
O 0.952 -0.719 -9.087
O 1.138 -1.279 -6.815
H 1.251 -3.362 -5.080
H 1.034 -1.797 -4.286
H 2.615 -2.615 -4.235
H 2.479 -0.509 -5.595
H 3.338 -3.129 -6.793
H 4.396 -1.706 -6.796
C 6.054 -7.936 -9.272
C 4.605 -8.491 -9.538
C 3.666 -7.589 -10.195
O 3.167 -8.301 -11.274
C 3.797 -9.426 -11.530
O 3.678 -10.141 -12.527
O 4.695 -9.590 -10.493
H 6.464 -7.452 -10.158
H 6.808 -8.700 -9.081
H 6.122 -7.099 -8.578
H 4.193 -8.972 -8.651
H 4.146 -6.638 -10.426
H 2.966 -7.355 -9.393
C 0.861 -6.536 -13.218
C 0.765 -5.131 -13.760
C -0.168 -4.963 -14.994
O -1.000 -3.959 -14.578
C -0.901 -3.605 -13.322
O -1.687 -2.887 -12.781
O 0.070 -4.349 -12.768
H 1.326 -7.213 -13.935
H -0.032 -6.985 -12.784
H 1.500 -6.591 -12.337
H 1.704 -4.671 -14.068
H -0.602 -5.940 -15.210
H 0.418 -4.725 -15.882
C 2.867 -3.815 -11.204
C 4.281 -3.398 -10.764
C 4.711 -4.048 -9.425
O 5.818 -4.800 -9.626
C 6.226 -4.599 -10.930
O 7.239 -5.144 -11.437
O 5.258 -3.885 -11.616
H 2.079 -3.361 -10.603
H 2.752 -4.899 -11.214
H 2.679 -3.589 -12.253
H 4.337 -2.321 -10.601
H 3.924 -4.656 -8.979
H 5.013 -3.341 -8.653
C 9.163 -1.387 -6.382
C 9.466 -2.074 -7.707
C 8.787 -3.472 -7.764
O 8.210 -3.304 -9.024
C 8.258 -2.076 -9.585
O 7.919 -1.774 -10.702
O 8.966 -1.272 -8.700
H 9.440 -0.335 -6.448
H 9.823 -1.768 -5.603
H 8.104 -1.450 -6.131
H 10.550 -2.142 -7.796
H 8.095 -3.699 -6.954
H 9.522 -4.277 -7.808
C 5.939 0.209 -12.799
C 4.964 0.829 -13.766
C 5.405 2.199 -14.373
O 5.529 1.909 -15.703
C 5.035 0.636 -15.978
O 4.746 0.297 -17.092
O 4.798 -0.026 -14.817
H 5.937 0.908 -11.963
H 6.962 0.187 -13.174
H 5.656 -0.802 -12.505
H 4.002 0.885 -13.257
H 6.341 2.632 -14.021
H 4.601 2.933 -14.325
```

Calculated values
ΔE to the lowest compared entry with this formula, charge and spin = 110.8 kcal/mol
gap between HOMO and LUMO = 0.350 hartree
structure (SMILES) = C[C@H]1COC(=O)O1.C[C@H]1COC(=O)O1.C[C@H]1COC(=O)O1.C[C@H]1COC(=O)O1.C[C@H]1COC(=O)O1.C[C@H]1COC(=O)O1.C[C@H]1COC(=O)O1.C[C@H]1COC(=O)O1.C[C@H]1COC(=O)O1.O=C1OCCO1
E_HOMO = -0.3741 hartree
lowest unoccupied orbital energy = -0.02391 Ha